A structure of composition H8Li7O24S5. Source: the OMol25 dataset; level of theory: ωB97M-V with the def2-TZVPD basis set.

Geometry as ORCA input:
```
! wB97M-V def2-TZVPD RIJCOSX def2/J DEFGRID3
* xyz -3 1
Li 0.3998 1.5349 5.5885
Li 1.1808 1.8410 -4.5857
Li -2.7342 -3.8954 3.1093
Li 5.3843 0.2937 -0.3562
Li -2.8410 1.6041 -2.9644
Li -2.4077 -4.5811 -1.9378
Li 3.9791 -2.4518 3.7286
S 7.1696 -4.4856 0.6899
O 7.2791 -3.0512 0.8090
O 5.8938 -4.8661 1.2400
O 7.2828 -4.8489 -0.7046
O 8.2353 -5.0116 1.5074
S 0.0841 -0.3787 0.6598
O 0.0047 0.4310 -0.5617
O 1.5172 -0.6897 0.7978
O -0.4822 0.3660 1.8135
O -0.6548 -1.6390 0.4534
S 5.4072 2.5752 4.4737
O 5.6458 1.1618 4.8256
O 4.0734 3.0316 4.7553
O 6.3685 3.3809 5.2800
O 5.6255 2.7282 3.0575
S -7.2239 -4.1657 0.6970
O -6.3313 -3.9194 -0.4119
O -7.7255 -5.5407 0.6270
O -6.4693 -3.8854 1.8981
O -8.4076 -3.2857 0.6295
S -1.8769 4.2304 -7.9886
O -2.7373 3.2968 -8.6896
O -0.6245 4.2730 -8.7138
O -2.4631 5.5229 -7.9008
O -1.6609 3.6949 -6.6739
O 2.6386 -3.6887 -2.9563
H 2.0658 -3.4361 -3.6804
H 2.3746 -3.1210 -2.2322
O -3.8719 3.4301 0.4861
H -4.6460 3.5921 1.0252
H -3.2595 2.9861 1.0727
O 1.5725 5.7215 1.3034
H 2.1330 5.3343 1.9758
H 1.0936 4.9797 0.9338
O -7.0621 0.6343 2.5152
H -6.2290 0.3223 2.1619
H -7.7002 -0.0253 2.2433
*
```

The calculation puts the orbital gap at 1.5 eV. The total energy comes out at -3853.78509 Ha. The calculation puts the highest occupied orbital energy at -0.351 eV. As for the maximum force: 5.32 eV Å⁻¹. The value obtained for the LUMO energy is 1.1192 eV.

=====

A structure of composition H8LiO4. Source: the OMol25 dataset; level of theory: ωB97M-V with the def2-TZVPD basis set.

Geometry as ORCA input:
```
! wB97M-V def2-TZVPD RIJCOSX def2/J DEFGRID3
* xyz 2 2
Li 0.2404 0.1014 -0.0295
O 0.7528 -0.0244 1.8753
H 1.3451 0.5479 2.3631
H 0.6244 -0.7808 2.4476
O -1.8200 -0.1664 -0.4077
H -2.5543 0.3940 -0.6584
H -2.0632 -1.0365 -0.7240
O 1.0719 -1.6586 -0.7568
H 0.7216 -2.4809 -0.4143
H 1.4372 -1.8905 -1.6106
O 0.1305 1.9449 -0.7195
H 0.2328 2.5939 -1.4156
H -0.1192 2.4560 0.0504
*
```

The calculation puts the orbital gap (spin up / spin down) at 14.4 / 4.2 eV. The value obtained for the energy above the lowest of the compared OMol25 structures with the same formula, charge and spin is 1.3 kcal/mol. The total energy comes out at -312.56402 Ha. The calculation puts the highest occupied orbital energy (spin up / spin down) at -22.135 / -20.812 eV. As for the maximum force: 1.29 eV Å⁻¹. The value obtained for the LUMO energy (spin up / spin down) is -7.7449 / -16.5705 eV.